Record 1
Molecular formula: CHClN4O
Method: DFT, wB97M-V/def2-TZVPD

Values from the calculation:
E, eV: -21578.0127
Total charge: 0
LUMO level, hartree: -0.0291
E_HOMO, eV: -9.3

The geometry in XYZ format:
```
8
Properties=species:S:1:pos:R:3:forces:R:3:mulliken_charge:R:1
C 0.49918 -0.18567 0.05477 2.3 1.4 1.8 0.54
N -0.30178 -1.13153 0.36136 2.6 0.9 0.1 0.00
N -1.42793 0.88232 -0.93222 -2.4 0.4 -1.1 -0.34
N -1.61144 -1.04813 0.30519 -2.0 -0.6 0.3 -0.53
N -1.86431 0.05979 -0.28014 -0.1 0.7 -0.8 0.62
O 1.80976 -0.41137 -0.06090 -0.7 -2.4 -1.3 -0.44
Cl 0.36898 1.71832 0.28816 0.6 -1.5 0.5 -0.22
H 2.52752 0.11626 0.26378 -0.4 1.2 0.6 0.36
```
Positions in Å, forces in eV/Å.

Record 2
Molecular formula: CHClNO2S
Method: DFT, wB97M-V/def2-TZVPD

Values from the calculation:
E, eV: -29981.9853
Total charge: +1
LUMO level (alpha / beta), hartree: -0.1551 / -0.4291
<S²>: 2.01
Spin multiplicity: 3
E_HOMO (alpha / beta), eV: -15.2 / -15.1

The geometry in XYZ format:
```
7
Properties=species:S:1:pos:R:3:forces:R:3:mulliken_charge:R:1
C 1.89525 0.64108 1.59578 -3.2 -2.0 -0.7 0.45
N 0.89158 0.11328 1.33940 0.5 0.9 -0.4 -0.42
O -1.82005 -1.52579 -2.29779 2.1 -6.2 -2.2 -0.02
O -1.42981 0.17117 -0.56553 -3.5 2.1 -0.5 -0.20
S -2.23027 -0.26437 -1.82646 -2.1 6.0 1.8 0.75
Cl 3.33358 1.05590 2.02354 2.4 1.1 0.7 -0.04
H -0.64028 -0.19127 -0.26894 3.8 -1.8 1.3 0.47
```
Positions in Å, forces in eV/Å.

Record 3
Molecular formula: CHClNOP
Method: DFT, wB97M-V/def2-TZVPD

Values from the calculation:
E, eV: -26401.5030
Total charge: 0
LUMO level, hartree: -0.0136
E_HOMO, eV: -12.2
SMILES string: N#C[P@H](=O)Cl

The geometry in XYZ format:
```
6
Properties=species:S:1:pos:R:3:forces:R:3:mulliken_charge:R:1
C -1.24597 1.61385 -0.48525 -0.2 -3.5 -2.0 0.12
N -1.43785 2.72423 -0.34807 -0.2 1.9 0.4 -0.28
O -0.71740 -1.27766 -1.69302 -0.1 1.9 0.7 -0.51
P -0.86900 -0.27835 -0.60894 0.5 1.4 0.8 0.69
Cl -2.27906 -0.76958 0.68761 -0.2 -0.3 0.3 -0.12
H 0.21812 0.16694 0.17341 0.3 -1.4 -0.2 0.11
```
Positions in Å, forces in eV/Å.

Record 4
Molecular formula: CHClOS
Method: DFT, wB97M-V/def2-TZVPD

Values from the calculation:
E, eV: -26455.2296
Total charge: 0
LUMO level, hartree: -0.0298
E_HOMO, eV: -10.0
SMILES string: S=COCl

The geometry in XYZ format:
```
5
Properties=species:S:1:pos:R:3:forces:R:3:mulliken_charge:R:1
C 0.58857 -0.07977 0.01506 -2.9 0.7 0.8 0.09
O -0.77384 0.58827 0.41731 3.2 -0.3 -0.6 -0.22
S 1.92388 0.71565 -0.22735 -0.5 0.1 0.2 -0.18
Cl -2.15385 -0.07500 -0.24971 0.3 -0.4 -0.1 0.01
H 0.41525 -1.14916 0.04469 0.0 -0.1 -0.2 0.30
```
Positions in Å, forces in eV/Å.

Record 5
Molecular formula: CHF2IS
Method: DFT, wB97M-V/def2-TZVPD

Values from the calculation:
E, eV: -25419.1854
Total charge: 0
LUMO level (alpha / beta), hartree: 0.0182 / -0.1254
<S²>: 2.01
Spin multiplicity: 3
E_HOMO (alpha / beta), eV: -6.3 / -9.9

The geometry in XYZ format:
```
6
Properties=species:S:1:pos:R:3:forces:R:3:mulliken_charge:R:1
C -1.64798 1.28208 0.59139 0.2 -0.6 1.3 0.20
F -0.66512 1.34759 1.53895 -1.3 0.4 0.1 -0.21
F -2.64690 0.48351 1.00060 0.5 0.3 0.5 -0.18
S -0.57566 0.27368 -0.94862 -3.3 -1.9 -4.2 -0.07
I -2.40647 3.04762 -0.27146 -0.1 0.9 -0.1 0.07
H 0.49392 0.44626 -0.40015 4.0 0.9 2.3 0.19
```
Positions in Å, forces in eV/Å.

Record 6
Molecular formula: CHF2NO2
Method: DFT, wB97M-V/def2-TZVPD

Values from the calculation:
E, eV: -12069.1322
Total charge: 0
LUMO level, hartree: 0.0156
E_HOMO, eV: -10.4

The geometry in XYZ format:
```
7
Properties=species:S:1:pos:R:3:forces:R:3:mulliken_charge:R:1
C 0.46044 -0.81461 0.01437 -2.4 1.7 2.9 0.31
N -0.84315 -1.37338 1.22140 3.4 -0.2 -3.8 0.75
O -1.79989 -0.70632 1.03920 -1.6 0.2 1.2 -0.47
O -0.57007 -2.32548 1.89805 -0.7 0.5 0.4 -0.49
F -0.20539 -0.26406 -1.04362 1.2 -1.4 1.4 -0.19
F 1.27304 -1.78304 -0.23222 0.1 -0.6 -0.8 -0.17
H 0.88050 -0.05865 0.71851 0.0 -0.2 -1.2 0.26
```
Positions in Å, forces in eV/Å.

Record 7
Molecular formula: CHF2NO3
Method: DFT, wB97M-V/def2-TZVPD

Values from the calculation:
E, eV: -14116.9337
Total charge: 0
LUMO level, hartree: 0.0178
E_HOMO, eV: -10.3

The geometry in XYZ format:
```
8
Properties=species:S:1:pos:R:3:forces:R:3:mulliken_charge:R:1
C 0.27423 -0.20525 0.58614 -2.6 0.2 -3.5 0.75
N -0.26774 1.00765 -0.74698 1.1 -2.8 3.1 0.77
O -0.34961 2.17680 -0.50876 -0.1 -0.1 -0.6 -0.52
O -0.50654 0.32958 -1.70189 -0.3 1.0 -1.2 -0.49
O -0.51599 -1.27439 0.33213 -1.4 4.1 2.8 -0.42
F 1.53471 -0.37479 0.39841 1.6 -0.3 -0.2 -0.22
F 0.01635 0.35581 1.69963 -0.3 0.7 1.5 -0.20
H -0.18542 -2.01542 -0.05869 2.1 -2.8 -1.9 0.32
```
Positions in Å, forces in eV/Å.

Record 8
Molecular formula: CHF3IrO2S
Method: DFT, wB97M-V/def2-TZVPD

Values from the calculation:
E, eV: -26957.5229
Total charge: +1
LUMO level (alpha / beta), hartree: -0.2628 / -0.3146
<S²>: 6.01
Spin multiplicity: 5
E_HOMO (alpha / beta), eV: -15.3 / -15.7

The geometry in XYZ format:
```
9
Properties=species:S:1:pos:R:3:forces:R:3:mulliken_charge:R:1
S 0.83830 0.12200 -0.71113 0.9 0.6 -0.3 0.64
O 1.57661 0.84551 0.53634 -3.9 0.8 -1.4 -0.46
O 1.98540 -1.00972 -0.99406 -3.8 0.2 -1.9 -0.49
Ir 3.11963 -0.20760 0.27083 7.5 -0.7 3.0 1.30
C -0.71435 -1.51042 0.53289 -7.2 -4.5 3.9 0.26
F -1.59969 -1.39596 -0.46926 2.4 0.5 0.6 -0.16
F -0.99264 -0.61975 1.49117 1.7 -0.3 -1.8 -0.14
H 0.17716 -2.15077 0.50757 0.1 1.0 -0.4 0.47
F -1.55245 -2.83731 1.31382 2.3 2.5 -1.7 -0.41
```
Positions in Å, forces in eV/Å.

Record 9
Molecular formula: CHF3N2O
Method: DFT, wB97M-V/def2-TZVPD

Values from the calculation:
E, eV: -14226.9442
Total charge: 0
LUMO level, hartree: -0.0580
E_HOMO, eV: -11.7
SMILES string: F/N=N\F.O=CF

The geometry in XYZ format:
```
8
Properties=species:S:1:pos:R:3:forces:R:3:mulliken_charge:R:1
C 1.06477 0.82082 -0.55253 -4.1 1.1 -3.1 0.35
N -0.69928 -0.05817 0.68354 -3.7 1.1 0.6 0.23
N -0.41553 -1.13347 1.04478 0.4 -2.8 -0.1 0.10
O 1.24783 1.18982 0.51523 3.3 1.2 3.0 -0.31
F -1.98056 0.31084 -0.02037 1.3 -1.6 0.5 -0.24
F 1.87224 0.26702 -1.41531 1.0 -0.4 -0.3 -0.21
F -1.07195 -2.37499 0.68756 -0.2 1.9 0.1 -0.16
H -0.01752 0.97812 -0.94290 1.9 -0.5 -0.7 0.24
```
Positions in Å, forces in eV/Å.

Record 10
Molecular formula: CHF3N2S
Method: DFT, wB97M-V/def2-TZVPD

Values from the calculation:
E, eV: -23021.5593
Total charge: 0
LUMO level, hartree: 0.0141
E_HOMO, eV: -10.5
SMILES string: FC(F)(F)S.N#N

The geometry in XYZ format:
```
8
Properties=species:S:1:pos:R:3:forces:R:3:mulliken_charge:R:1
C 0.81271 0.83447 -0.05177 0.9 1.0 0.7 0.68
N -2.18582 -0.82708 -0.00830 -0.8 -1.2 0.9 0.11
N -2.36625 -1.75101 0.55889 0.2 1.1 -0.7 -0.10
F 1.85061 0.62453 0.76580 0.2 -0.7 0.6 -0.21
F -0.17732 1.29961 0.71436 -0.6 -0.6 0.0 -0.20
F 1.19288 1.85965 -0.79530 0.0 0.9 -1.2 -0.23
S 0.51730 -0.51838 -1.15038 -0.3 -2.5 1.9 -0.23
H 0.35590 -1.52179 -0.03329 0.4 2.0 -2.2 0.18
```
Positions in Å, forces in eV/Å.

Record 11
Molecular formula: CHF3NO
Method: DFT, wB97M-V/def2-TZVPD

Values from the calculation:
E, eV: -12740.4208
Total charge: -1
LUMO level (alpha / beta), hartree: 0.1685 / 0.1685
E_HOMO (alpha / beta), eV: -2.3 / -2.3

The geometry in XYZ format:
```
7
Properties=species:S:1:pos:R:3:forces:R:3:mulliken_charge:R:1
C 0.62770 -0.46912 -0.24217 -3.4 2.2 0.0 0.29
N -1.17524 0.73712 -0.16279 -0.1 0.0 0.8 -0.16
O -2.17991 0.27183 0.52686 2.0 0.6 -0.7 -0.54
F 1.43862 0.47479 0.32917 1.2 -0.4 1.0 -0.26
F 0.55925 -1.60644 0.45614 0.8 -0.5 1.0 -0.23
F 1.26304 -0.77748 -1.36515 0.7 -0.5 -1.5 -0.26
H -0.53346 1.36930 0.45793 -1.1 -1.3 -0.5 0.17
```
Positions in Å, forces in eV/Å.

Record 12
Molecular formula: CHF3OS2
Method: DFT, wB97M-V/def2-TZVPD

Values from the calculation:
E, eV: -32919.7211
Total charge: 0
LUMO level (alpha / beta), hartree: -0.1026 / -0.0406
E_HOMO (alpha / beta), eV: -9.8 / -9.8

The geometry in XYZ format:
```
8
Properties=species:S:1:pos:R:3:forces:R:3:mulliken_charge:R:1
C 0.63237 -0.65935 -1.20802 -0.3 0.0 0.3 0.55
O 0.57609 1.43834 1.69257 0.7 0.1 -0.2 -0.47
F 0.29605 0.16790 -2.18438 0.2 -0.2 0.2 -0.18
F 0.00652 -1.81838 -1.32163 0.2 0.4 0.0 -0.17
F 1.93546 -0.81737 -1.10986 -0.4 0.1 -0.1 -0.17
S -1.57297 -0.40320 2.41128 0.4 0.2 -0.9 -0.17
S -0.46101 0.59391 1.12842 -1.5 0.4 0.7 0.37
H -1.41249 1.49815 0.59163 0.6 -0.9 0.1 0.23
```
Positions in Å, forces in eV/Å.

Record 13
Molecular formula: CHF4N2
Method: DFT, wB97M-V/def2-TZVPD

Values from the calculation:
E, eV: -14881.8876
Total charge: +1
LUMO level (alpha / beta), hartree: -0.2373 / -0.3836
<S²>: 2.06
Spin multiplicity: 3
E_HOMO (alpha / beta), eV: -13.9 / -18.5

The geometry in XYZ format:
```
8
Properties=species:S:1:pos:R:3:forces:R:3:mulliken_charge:R:1
C 0.74608 -0.36380 0.67156 -3.3 5.6 0.4 0.33
N 1.38362 -1.34749 0.85055 2.1 -3.4 -0.8 0.25
N 0.36875 0.81970 0.43515 1.6 -4.0 0.8 0.41
F -1.72586 0.22340 -1.53637 -0.4 -0.1 -0.1 -0.39
F 1.23858 -2.61181 0.86617 0.2 -0.8 0.6 0.02
F 0.57003 1.42361 -0.72452 -0.1 1.8 -0.6 0.00
F -0.00661 1.68172 1.36904 -0.5 0.8 -0.5 -0.01
H -2.57460 0.17465 -1.93158 0.5 0.0 0.2 0.40
```
Positions in Å, forces in eV/Å.

Record 14
Molecular formula: CHFI2S
Method: DFT, wB97M-V/def2-TZVPD

Values from the calculation:
E, eV: -30806.4525
Total charge: 0
LUMO level, hartree: -0.0749
E_HOMO, eV: -9.6
SMILES string: FC=S.II

The geometry in XYZ format:
```
6
Properties=species:S:1:pos:R:3:forces:R:3:mulliken_charge:R:1
C 0.92390 -0.09165 0.04894 2.2 1.1 0.1 0.03
F 1.13301 0.44026 1.30683 -0.6 -1.0 -1.9 -0.17
S 1.98917 -0.10545 -1.14902 0.0 0.2 0.9 -0.18
I 2.84267 -3.77534 1.13923 -0.7 -0.1 0.4 0.00
I 0.51853 -4.22282 2.47880 0.7 0.1 -0.4 -0.01
H -0.01532 -0.48806 -0.20330 -1.6 -0.3 1.0 0.32
```
Positions in Å, forces in eV/Å.

Record 15
Molecular formula: CHFN2O
Method: DFT, wB97M-V/def2-TZVPD

Values from the calculation:
E, eV: -8792.2901
Total charge: 0
LUMO level, hartree: -0.0108
E_HOMO, eV: -9.4

The geometry in XYZ format:
```
6
Properties=species:S:1:pos:R:3:forces:R:3:mulliken_charge:R:1
C 1.25142 -0.36748 -0.53537 1.8 0.6 0.3 0.04
N -0.52383 0.78123 0.36289 3.5 1.4 0.6 -0.30
N -1.51056 0.41519 0.08046 -3.3 -0.7 0.2 0.82
O -2.61991 0.06925 -0.08099 -0.5 -0.4 -0.6 -0.52
F 1.22130 -1.32118 0.39091 0.5 0.9 -0.4 -0.11
H 2.18159 0.42300 -0.21790 -2.0 -1.8 -0.1 0.07
```
Positions in Å, forces in eV/Å.

Record 16
Molecular formula: CHFN2O2S
Method: DFT, wB97M-V/def2-TZVPD

Values from the calculation:
E, eV: -21676.7911
Total charge: 0
LUMO level (alpha / beta), hartree: -0.0957 / -0.1131
E_HOMO (alpha / beta), eV: -11.3 / -10.3

The geometry in XYZ format:
```
8
Properties=species:S:1:pos:R:3:forces:R:3:mulliken_charge:R:1
C -0.54910 -1.36668 -0.28652 -0.2 0.0 0.8 0.56
N -1.56372 -0.79672 -0.19548 0.0 0.2 -0.4 -0.38
N 0.55285 -2.03150 -0.07948 0.2 1.8 1.8 -0.50
O 1.93689 0.76742 0.76492 -1.2 3.4 2.8 -0.36
O 2.67282 -0.05164 -1.39529 1.5 0.0 -1.8 -0.38
F 3.50005 -1.06643 0.85470 -0.6 0.9 -1.4 -0.20
S 2.39345 -0.23894 -0.03905 -0.4 -5.0 0.1 1.00
H 0.74251 -2.66122 -0.79747 0.8 -1.3 -1.8 0.26
```
Positions in Å, forces in eV/Å.

Record 17
Molecular formula: CHFNO2S
Method: DFT, wB97M-V/def2-TZVPD

Values from the calculation:
E, eV: -20192.2908
Total charge: -1
LUMO level, hartree: 0.1614
E_HOMO, eV: -4.9

The geometry in XYZ format:
```
7
Properties=species:S:1:pos:R:3:forces:R:3:mulliken_charge:R:1
C -1.41298 -0.57405 0.78045 0.5 1.4 1.6 0.16
N -2.28373 -1.26867 0.56993 -1.2 -1.4 -0.8 -0.47
O 1.62335 0.66341 -1.99654 -0.3 -0.1 1.3 -0.57
O 1.56726 -0.76904 -0.00122 0.7 0.0 0.8 -0.49
F 0.47495 1.63180 0.24249 0.5 -0.4 -0.1 -0.54
S 0.84241 0.13826 -0.85825 -0.6 0.5 -2.1 0.61
H -0.81126 0.17829 1.26314 0.4 -0.1 -0.7 0.30
```
Positions in Å, forces in eV/Å.

Record 18
Molecular formula: CHFS
Method: DFT, wB97M-V/def2-TZVPD

Values from the calculation:
E, eV: -14599.9071
Total charge: 0
LUMO level (alpha / beta), hartree: -0.0396 / -0.0730
<S²>: 2.10
Spin multiplicity: 3
E_HOMO (alpha / beta), eV: -8.8 / -9.1

The geometry in XYZ format:
```
4
Properties=species:S:1:pos:R:3:forces:R:3:mulliken_charge:R:1
C 0.07571 -0.10257 -0.35649 2.0 2.2 2.0 -0.08
F 0.54089 -1.30362 -0.31506 -0.8 -0.3 0.1 -0.09
S -0.00317 1.24667 1.81232 -0.2 -1.4 -1.8 -0.12
H -0.61343 0.15952 -1.14077 -1.0 -0.5 -0.2 0.29
```
Positions in Å, forces in eV/Å.

Record 19
Molecular formula: CHI2N
Method: DFT, wB97M-V/def2-TZVPD

Values from the calculation:
E, eV: -18743.4196
Total charge: 0
LUMO level, hartree: -0.0153
E_HOMO, eV: -10.0
SMILES string: N#CI.I

The geometry in XYZ format:
```
5
Properties=species:S:1:pos:R:3:forces:R:3:mulliken_charge:R:1
C 0.49297 1.59236 -0.69596 1.3 0.2 -0.6 0.01
N 1.53357 1.82491 -1.16741 -1.7 -0.4 0.8 -0.33
I -1.30121 1.15190 0.10716 0.4 0.3 -0.2 0.31
I 0.20118 -2.56224 0.38145 0.1 -0.1 0.0 -0.06
H -0.92651 -2.00692 1.37476 0.0 0.0 0.0 0.06
```
Positions in Å, forces in eV/Å.

Record 20
Molecular formula: CHI2N
Method: DFT, wB97M-V/def2-TZVPD

Values from the calculation:
E, eV: -18741.9320
Total charge: 0
LUMO level (alpha / beta), hartree: -0.0634 / -0.1040
E_HOMO (alpha / beta), eV: -9.7 / -8.7

The geometry in XYZ format:
```
5
Properties=species:S:1:pos:R:3:forces:R:3:mulliken_charge:R:1
C -0.20085 -0.11959 -0.37523 0.0 -1.5 1.1 -0.04
N 0.03104 0.86774 -1.00929 0.3 1.9 0.4 -0.38
I -0.76156 -1.97985 -1.02976 -0.2 -0.6 0.0 0.16
I 0.69010 -0.43746 2.80781 -0.2 0.1 -0.8 -0.08
H 0.24128 1.66916 -0.39353 0.1 0.0 -0.6 0.33
```
Positions in Å, forces in eV/Å.